Entry from OMol25: one molecule with the formula C24H25ClN2O5S in a non-equilibrium geometry (ωB97M-V/def2-TZVPD).

For the LUMO energy, the calculation gives 0.50 eV. As for the SMILES: COC(=O)CCSCc1ccc(-c2onc(C)c2NC(=O)O[C@@H](C)c2ccccc2Cl)cc1. As for the total charge: 0. For the highest occupied orbital energy, the calculation gives -0.3041 hartree. For the maximum force, the calculation gives 1.39 eV/A. The total energy is -61869.734 eV. Its relative energy (zero: lowest compared OMol25 entry of this formula, charge and spin) is 7.9 kJ/mol. The molecular weight is 489.0 g/mol.

Structure (XYZ):
```
58
Properties=species:S:1:pos:R:3:mulliken_charge:R:1
C 5.02215 -0.80476 -2.71379 -0.651
O 4.04883 -1.12782 -3.69866 -0.338
C 2.80515 -0.70459 -3.47162 0.410
O 2.48242 -0.08241 -2.49065 -0.499
C 1.87294 -1.08656 -4.59714 -0.412
C 0.63434 -1.82908 -4.09577 -0.498
S 0.95142 -3.59334 -3.77389 -0.115
C 1.55748 -3.54507 -2.04031 -1.128
C 0.47585 -3.11764 -1.10841 0.663
C -0.56662 -3.98680 -0.79611 -0.719
C -1.58868 -3.58966 0.03982 -1.105
C -1.59087 -2.30374 0.58321 0.134
C -2.66337 -1.86948 1.45814 -0.007
O -3.87390 -2.45331 1.38990 -0.186
N -4.72066 -1.84645 2.25527 -0.804
C -4.06211 -0.90955 2.88361 0.172
C -4.67931 -0.03368 3.90443 -1.140
C -2.71603 -0.88071 2.41996 1.015
N -1.66755 -0.07918 2.88063 -0.160
C -1.67000 1.28021 2.81052 0.631
O -2.60284 1.96669 2.48422 -0.631
O -0.45361 1.73877 3.17528 -0.420
C -0.17761 3.10044 2.83108 -0.268
C 1.03202 3.55875 3.63649 -1.533
C 0.04537 3.21311 1.33740 0.360
C -0.61971 4.19910 0.61859 -0.522
C -0.47541 4.31100 -0.75187 -0.677
C 0.33028 3.41698 -1.43581 -0.525
C 1.00319 2.42575 -0.74552 -0.595
C 0.86639 2.33724 0.63121 0.678
Cl 1.75432 1.08621 1.43846 -0.139
C -0.56202 -1.42389 0.24912 -0.672
C 0.46013 -1.82869 -0.58619 0.493
H 5.97964 -1.12403 -3.11590 0.241
H 5.02338 0.26965 -2.52009 0.284
H 4.80757 -1.32974 -1.78021 0.274
H 2.41590 -1.69220 -5.32272 0.324
H 1.55194 -0.15723 -5.07511 0.312
H -0.14078 -1.82021 -4.86060 0.471
H 0.24471 -1.37976 -3.18206 0.130
H 2.41715 -2.87809 -2.00556 0.067
H 1.87872 -4.56798 -1.84706 0.579
H -0.57085 -4.97939 -1.22223 0.430
H -2.39412 -4.26516 0.28306 0.476
H -4.16449 -0.14980 4.85711 0.308
H -4.57928 1.00376 3.58913 0.262
H -5.72796 -0.28835 4.02068 0.351
H -0.76454 -0.51743 2.99973 0.405
H -1.05638 3.70308 3.09620 0.556
H 1.25068 4.59600 3.39822 0.399
H 1.89644 2.94645 3.39850 0.317
H 0.82198 3.46928 4.69884 0.433
H -1.26908 4.87911 1.14909 0.384
H -1.00368 5.08625 -1.28542 0.389
H 0.43508 3.48506 -2.50784 0.435
H 1.62600 1.71505 -1.26613 0.599
H -0.57807 -0.40920 0.61275 0.487
H 1.24803 -1.13296 -0.83397 0.276
```